Entry 1:
Computed, not measured: one molecule with the formula C6H11N3, with ωB97M-V/def2-TZVPD.

Structure (SMILES): NN1/C=N\C/C=C\CC1
Orbital gap, eV: 9.57
Relative energy (zero: lowest compared OMol25 entry of this formula, charge and spin), kJ/mol: 512.2
HOMO, hartree: -0.318
Maximum force, Eh/bohr: 0.0891
Electronic energy, eV: -10865.510

Structure (XYZ):
```
20
Properties=species:S:1:pos:R:3:forces:R:3
N -1.960 -0.456 1.681 -1.073 -1.171 -0.631
N -0.930 -0.281 0.626 -1.363 -3.160 1.346
C -0.662 -1.653 0.174 -1.661 1.457 -3.201
N 0.369 -2.041 -0.491 -3.498 0.243 2.170
C 1.444 -1.153 -0.242 2.322 -0.501 1.935
C 1.718 -0.047 -1.164 0.285 4.271 -1.629
C 1.337 1.347 -1.032 1.106 -3.295 0.568
C 0.313 1.831 0.095 0.529 -1.972 -2.247
C -1.035 0.952 -0.136 -1.002 2.554 1.860
H -2.927 -0.846 1.290 2.358 1.190 0.275
H -1.630 -1.320 2.167 -0.228 1.241 -0.056
H -1.650 -2.237 0.179 1.670 0.276 0.138
H 2.216 -1.913 -0.252 1.295 0.509 -0.714
H 1.590 -0.848 0.821 -1.112 0.295 -0.404
H 2.357 -0.510 -1.973 -0.607 1.699 0.354
H 1.743 2.268 -1.613 -0.560 -2.385 0.415
H 0.278 2.869 -0.241 -0.818 0.128 1.087
H 0.749 1.620 1.097 -0.614 0.554 -0.598
H -1.265 0.932 -1.184 0.505 -0.975 -0.767
H -2.056 1.487 0.197 2.466 -0.956 0.098
```
Positions in Å, forces in eV/Å.

Entry 2:
Computed, not measured: a 2-piece molecular cluster, C6H11N3O overall, with ωB97M-V/def2-TZVPD.

Structure (SMILES): Cc1c[nH]cn1.CC(N)=O
Orbital gap, eV: 9.61
Relative energy (zero: lowest compared OMol25 entry of this formula, charge and spin), kJ/mol: 5.4
HOMO, hartree: -0.328
Maximum force, Eh/bohr: 0.0085
Electronic energy, eV: -12918.989

Structure (XYZ):
```
21
Properties=species:S:1:pos:R:3:forces:R:3
C 2.565 -0.221 -0.973 -0.240 0.103 -0.160
C 1.376 0.228 -1.761 -0.001 -0.028 0.026
C 1.277 0.532 -3.087 0.362 -0.036 0.245
N -0.037 0.868 -3.300 -0.113 -0.032 0.037
C -0.674 0.748 -2.108 0.001 0.043 -0.239
N 0.144 0.368 -1.160 -0.136 0.028 -0.044
H 2.587 -1.309 -0.910 0.023 -0.002 0.143
H 2.485 0.199 0.029 0.138 -0.115 0.041
H 3.495 0.109 -1.431 0.024 0.033 -0.001
H 2.045 0.553 -3.840 -0.165 0.031 -0.160
H -0.459 1.131 -4.171 0.020 0.030 -0.020
H -1.728 0.959 -2.009 0.034 -0.020 0.090
C -1.743 -1.217 3.490 -0.058 -0.375 0.056
C -1.281 0.102 2.927 0.127 0.306 0.135
N -1.298 0.216 1.576 -0.246 -0.194 0.142
O -0.900 1.005 3.652 -0.023 -0.038 -0.055
H -1.943 -1.092 4.549 0.011 0.017 0.030
H -0.959 -1.971 3.373 0.024 0.121 0.014
H -2.634 -1.615 3.002 -0.028 0.134 -0.089
H -0.835 0.996 1.144 0.108 -0.053 -0.072
H -1.484 -0.589 1.007 0.138 0.049 -0.119
```
Positions in Å, forces in eV/Å.

Entry 3:
Computed, not measured: one molecule with the formula C6H11N3O2S, with ωB97M-V/def2-TZVPD.

Structure (SMILES): CC1(C)ON2CCS[C@@H]2N1N=O
Orbital gap, eV: 9.72
Relative energy (zero: lowest compared OMol25 entry of this formula, charge and spin), kJ/mol: 617.1
HOMO, hartree: -0.332
Maximum force, Eh/bohr: 0.1121
Electronic energy, eV: -25795.626

Structure (XYZ):
```
23
Properties=species:S:1:pos:R:3:forces:R:3
C -0.305 -2.333 -0.936 0.681 -0.131 -0.863
C 0.154 -1.031 -0.263 -0.213 -1.728 -0.707
C 1.627 -1.161 -0.009 1.986 1.406 1.011
O -0.218 0.028 -1.111 1.265 1.017 -1.892
N -1.051 1.030 -0.504 -1.037 -3.430 -0.326
C -0.672 2.320 -0.676 0.376 5.231 -1.987
C 0.601 2.677 0.235 -1.003 -5.049 -2.590
S 0.193 1.791 1.726 -0.554 -0.134 0.977
C -1.074 0.678 0.849 -0.163 -0.326 0.985
N -0.665 -0.746 0.896 -1.148 2.582 0.219
N -0.887 -1.400 2.008 0.060 -0.254 0.094
O -0.380 -2.498 2.051 0.120 -0.360 0.223
H -1.358 -2.198 -1.105 -0.475 -0.441 -0.354
H -0.097 -3.181 -0.299 -0.243 -0.073 0.355
H 0.264 -2.578 -1.890 -0.824 0.867 0.993
H 2.065 -0.069 0.245 -0.646 -2.741 -0.399
H 2.148 -1.631 -0.896 -0.598 0.913 0.851
H 1.769 -1.911 0.838 -0.066 1.285 -0.852
H -1.565 3.040 -0.478 1.292 -1.441 0.411
H -0.555 2.590 -1.782 0.445 -0.767 1.365
H 1.368 1.997 -0.291 -0.307 1.944 0.747
H 0.761 3.688 0.323 0.685 2.113 0.260
H -2.122 0.896 1.069 0.365 -0.484 1.477
```
Positions in Å, forces in eV/Å.

Entry 4:
Computed, not measured: a 2-piece molecular cluster, C6H11N3O2S overall, with ωB97M-V/def2-TZVPD.

Structure (SMILES): N[C@@H](Cc1c[nH]cn1)C(=O)O.S
Orbital gap, eV: 9.33
Relative energy (zero: lowest compared OMol25 entry of this formula, charge and spin), kJ/mol: 222.8
HOMO, hartree: -0.325
Maximum force, Eh/bohr: 0.1189
Electronic energy, eV: -25799.714

Structure (XYZ):
```
23
Properties=species:S:1:pos:R:3:forces:R:3
N -0.026 -0.509 1.689 1.885 0.824 -5.453
C -1.225 -0.323 0.905 -0.870 -1.840 0.402
C -1.674 1.040 0.490 -0.677 2.236 -0.293
C -0.628 1.680 -0.436 -0.170 -0.413 0.403
C -0.470 1.832 -1.801 1.038 -0.253 -0.056
N 0.832 2.439 -1.974 -3.446 -0.445 5.028
C 1.313 2.609 -0.662 -0.656 -1.158 -1.204
N 0.506 2.075 0.223 0.718 1.781 -0.253
C -1.220 -1.213 -0.328 -1.489 -0.148 -2.251
O -2.149 -1.157 -1.125 1.233 -0.037 1.092
O -0.172 -2.010 -0.633 -1.877 0.836 -1.467
H 0.739 0.139 1.277 -1.693 -1.243 1.003
H -0.181 -0.197 2.551 -0.631 1.498 4.559
H -2.069 -0.690 1.516 0.294 -0.265 -0.145
H -2.638 1.008 -0.053 0.465 -0.365 0.374
H -1.903 1.608 1.481 0.828 -0.383 -1.897
H -1.070 1.419 -2.640 0.634 0.690 0.787
H 1.378 2.383 -2.748 1.622 0.133 -2.691
H 2.223 3.127 -0.396 0.108 -0.189 -0.351
H 0.300 -2.230 0.134 1.070 -0.375 1.833
S 1.918 -2.438 1.321 2.179 0.679 0.622
H 2.437 -1.144 1.077 -0.421 -1.765 0.517
H 2.902 -2.856 2.161 -0.145 0.203 -0.562
```
Positions in Å, forces in eV/Å.

Entry 5:
Computed, not measured: a 2-piece molecular cluster, C6H11N3O3 overall, with ωB97M-V/def2-TZVPD.

Orbital gap (spin up / spin down), eV: 5.32 / 8.63
Multiplicity: 3
Relative energy (zero: lowest compared OMol25 entry of this formula, charge and spin), kJ/mol: 196.6
HOMO (spin up / spin down), hartree: -0.171 / -0.378
Maximum force, Eh/bohr: 0.1441
<S²>: 2.0088
Electronic energy, eV: -17004.118

Structure (XYZ):
```
23
Properties=species:S:1:pos:R:3:forces:R:3
C -2.691 1.667 -1.313 0.933 0.990 -0.244
C 1.189 0.169 -1.029 -2.500 -1.595 2.738
C -0.201 0.589 0.861 3.490 6.533 -0.228
C 0.167 2.092 0.744 -1.712 -1.074 1.622
C 0.168 -2.549 0.417 2.194 -0.375 -1.570
C -0.552 -1.452 -0.394 1.994 0.140 1.253
N -2.724 0.777 -0.601 -0.582 -0.581 0.089
N 0.126 -0.166 -0.181 1.325 -2.940 -6.044
N 2.385 0.355 -0.388 0.018 1.645 0.939
O 3.379 0.382 -1.065 2.073 -0.112 -1.397
O 2.337 0.642 0.792 1.387 -0.748 1.448
O -1.059 0.258 1.726 -3.531 -0.169 3.307
H -2.384 2.548 -1.857 -0.527 -0.329 -0.005
H 1.381 -0.312 -1.925 -0.529 -0.760 -1.932
H 0.034 2.472 -0.253 0.427 -0.004 -0.852
H 1.210 2.175 1.130 -1.327 0.957 -0.228
H -0.662 2.639 1.276 1.242 -0.275 0.152
H -0.314 -3.480 0.149 -0.311 -0.421 0.862
H 1.272 -2.758 0.138 -1.602 0.719 -0.434
H 0.372 -2.315 1.451 -1.006 -0.104 0.607
H -0.709 -1.748 -1.401 0.553 0.038 -1.231
H -1.531 -1.320 -0.064 -1.756 0.082 0.834
H -1.190 -0.664 1.786 -0.255 -1.616 0.312
```
Positions in Å, forces in eV/Å.

Entry 6:
Computed, not measured: C6H11N3O3S as an isolated structure, with ωB97M-V/def2-TZVPD.

Orbital gap, eV: 10.28
Relative energy (zero: lowest compared OMol25 entry of this formula, charge and spin), kJ/mol: 67.5
HOMO, hartree: -0.354
Maximum force, Eh/bohr: 0.0897
Electronic energy, eV: -27845.224

Structure (XYZ):
```
24
Properties=species:S:1:pos:R:3:forces:R:3
C -2.194 2.152 0.362 1.167 -1.111 0.570
C -0.280 2.454 -0.509 -2.064 -1.781 0.745
C -1.338 -2.209 -1.166 -1.276 0.471 -2.196
C 2.047 0.312 1.718 -0.675 1.509 -0.303
C -0.286 -1.884 -0.242 1.432 3.928 1.239
C 0.329 0.001 -0.693 0.369 -3.237 3.262
N -1.343 3.106 -0.087 0.134 0.429 -0.143
N -1.695 0.923 0.292 -0.455 0.071 -0.374
N -0.506 1.093 -0.313 0.772 1.304 0.019
O 2.812 -1.039 -0.521 -0.530 0.461 0.023
O 2.483 1.453 -0.637 0.440 -0.224 -0.047
O -0.650 -1.803 1.062 -2.242 0.365 0.820
S 2.076 0.151 -0.153 -1.324 0.221 1.456
H -3.108 2.280 0.918 -0.128 0.449 -0.340
H 0.620 2.832 -0.911 0.607 0.301 -0.371
H -2.206 -1.431 -1.250 1.516 -1.674 0.367
H -1.619 -3.248 -0.937 -0.565 0.391 -0.091
H -0.781 -2.267 -2.115 -0.793 0.060 -0.251
H 1.118 -0.029 2.282 0.950 0.355 -1.299
H 2.881 -0.308 2.058 0.053 0.438 -0.037
H 2.189 1.468 1.842 -0.053 -2.358 0.085
H 0.628 -2.469 -0.416 -0.151 0.456 0.463
H 0.423 -0.141 -1.688 0.245 0.017 -3.418
H -1.600 -1.394 1.106 2.570 -0.841 -0.177
```
Positions in Å, forces in eV/Å.

Entry 7:
Computed, not measured: C6H11N5 as an isolated structure, with ωB97M-V/def2-TZVPD.

Orbital gap, eV: 9.20
Relative energy (zero: lowest compared OMol25 entry of this formula, charge and spin), kJ/mol: 142.6
HOMO, hartree: -0.310
Maximum force, Eh/bohr: 0.0781
Electronic energy, eV: -13849.502

Structure (XYZ):
```
22
Properties=species:S:1:pos:R:3:forces:R:3
C -2.839 0.076 1.203 0.708 -1.796 2.367
C -1.971 0.605 -0.518 -0.111 1.030 -2.158
C 0.783 1.887 0.271 0.831 2.153 -0.857
C 1.140 -2.049 0.318 -2.875 -0.859 -0.154
C 1.129 -0.663 0.872 0.665 0.758 1.082
C 0.408 0.420 0.090 2.007 0.265 -1.555
N -3.179 0.340 -0.038 1.071 0.804 -0.742
N -1.552 0.042 1.551 -0.752 0.144 -0.515
N 0.613 2.750 -0.708 -0.769 -3.557 1.697
N -0.965 0.387 0.341 -3.198 -0.346 0.202
N -1.811 1.084 -1.786 0.447 1.882 -2.592
H -3.573 -0.316 1.860 -0.420 0.099 0.928
H 1.193 2.109 1.294 -0.710 0.363 -0.707
H 0.092 -2.563 0.322 1.713 0.986 -0.034
H 1.468 -1.984 -0.705 0.483 -0.598 -0.423
H 1.761 -2.614 0.994 0.411 -0.560 -0.318
H 2.192 -0.440 0.966 0.055 0.655 -0.032
H 0.750 -0.716 1.886 -0.155 0.314 0.250
H 0.590 0.227 -0.988 -0.441 -0.009 0.306
H 0.510 3.719 -0.489 0.925 0.663 0.722
H -2.717 1.150 -2.343 1.868 -0.118 1.390
H -1.089 1.875 -2.028 -1.753 -2.273 1.141
```
Positions in Å, forces in eV/Å.

Entry 8:
Computed, not measured: one molecule with the formula C6H11N5O, with ωB97M-V/def2-TZVPD.

Structure (SMILES): CNCc1nnc(COC)nn1
Orbital gap, eV: 8.51
Relative energy (zero: lowest compared OMol25 entry of this formula, charge and spin), kJ/mol: 160.7
HOMO, hartree: -0.336
Maximum force, Eh/bohr: 0.0038
Electronic energy, eV: -15895.166

Structure (XYZ):
```
23
Properties=species:S:1:pos:R:3:forces:R:3
C 2.765 -1.422 0.567 0.010 -0.014 -0.039
N 3.254 -0.044 0.517 0.100 -0.154 -0.039
C 2.625 0.771 -0.503 -0.023 0.128 0.024
C 1.135 0.863 -0.304 -0.116 -0.122 0.071
N 0.668 1.072 0.930 0.127 0.022 -0.124
N -0.627 1.130 1.086 -0.162 0.028 -0.077
C -1.395 1.004 0.001 0.087 -0.133 -0.035
C -2.894 1.078 0.196 0.084 0.108 -0.014
O -3.602 0.133 -0.555 -0.113 0.016 0.051
C -3.307 -1.214 -0.220 0.044 -0.066 -0.022
N -0.931 0.802 -1.232 -0.136 0.043 0.131
N 0.364 0.715 -1.385 0.156 0.041 0.059
H 2.025 -1.539 1.363 -0.007 0.013 -0.101
H 3.590 -2.106 0.776 -0.062 0.073 0.053
H 2.311 -1.740 -0.382 0.035 -0.007 0.039
H 4.254 -0.039 0.377 -0.037 0.091 0.002
H 2.790 0.416 -1.531 -0.079 -0.008 0.071
H 3.022 1.789 -0.433 0.049 -0.065 -0.028
H -3.097 0.987 1.270 0.043 0.000 -0.054
H -3.236 2.061 -0.137 -0.019 -0.064 0.028
H -2.801 -1.288 0.750 -0.037 -0.004 -0.044
H -4.244 -1.771 -0.162 0.057 0.065 -0.053
H -2.671 -1.659 -0.991 -0.003 0.010 0.101
```
Positions in Å, forces in eV/Å.